1.
This record from the Open Molecules 2025 dataset describes C16H16F6N2O3 in the gas phase. The level of theory is ωB97M-V with the def2-TZVPD basis set.

## Properties
Max |F| in eV/Å: 0.6
HOMO-LUMO gap in eV: 9.88
Lowest unoccupied orbital energy in hartree: 0.0112
M in g mol⁻¹: 398.30
HOMO level in eV: -9.575
Spin multiplicity: 1

Last column: natural (NBO) charge in e.
CARTESIAN COORDINATES (ANGSTROEM)
C1 -1.78 1.11 1.07  -0.63
H1 -1.50 1.02 0.03  0.21
H2 -2.15 2.11 1.25  0.21
H3 -2.59 0.40 1.27  0.22
C2 -0.59 0.81 1.98  0.09
O1 -0.10 -0.49 1.80  -0.73
H4 -0.78 -1.12 2.04  0.49
H5 -0.91 0.93 3.03  0.17
C3 0.58 1.81 1.70  -0.06
N1 1.86 1.17 1.57  -0.44
C4 2.48 0.66 2.67  0.59
O2 3.56 0.12 2.62  -0.57
C5 1.77 0.90 4.00  0.58
O3 1.89 0.18 4.96  -0.56
N2 1.06 2.06 4.05  -0.62
H6 0.65 2.31 4.93  0.41
C6 0.70 2.81 2.86  -0.22
H7 -0.25 3.33 3.03  0.21
H8 1.47 3.56 2.63  0.20
C7 2.58 1.13 0.32  -0.20
H9 3.64 1.30 0.56  0.24
H10 2.22 1.95 -0.31  0.19
C8 2.49 -0.21 -0.42  -0.44
C9 1.15 -0.46 -1.04  -0.01
C10 0.65 0.40 -2.00  -0.13
C11 -0.61 0.19 -2.55  -0.17
C12 -1.40 -0.87 -2.14  -0.17
C13 -0.88 -1.74 -1.19  -0.15
C14 0.38 -1.55 -0.65  -0.13
H11 0.76 -2.24 0.09  0.24
C15 -1.72 -2.88 -0.67  0.98
F1 -1.03 -4.01 -0.54  -0.32
F2 -2.20 -2.58 0.57  -0.34
F3 -2.78 -3.15 -1.43  -0.32
H12 -2.39 -1.03 -2.56  0.25
C16 -1.13 1.19 -3.55  0.97
F4 -2.25 0.80 -4.16  -0.32
F5 -0.24 1.47 -4.50  -0.32
F6 -1.41 2.37 -2.95  -0.33
H13 1.23 1.25 -2.34  0.22
H14 3.25 -0.20 -1.21  0.23
H15 2.74 -1.00 0.28  0.24
H16 0.37 2.35 0.77  0.22



2.
This record from the Open Molecules 2025 dataset describes a 6-piece molecular cluster, C16H16F8IO19P overall. The level of theory is ωB97M-V with the def2-TZVPD basis set.

## Properties
Max |F| in eV/Å: 0.7
HOMO-LUMO gap in eV: 8.59
Lowest unoccupied orbital energy in hartree: -0.0688
M in g mol⁻¹: 822.15
HOMO level in eV: -10.458
Spin multiplicity: 1

Last column: natural (NBO) charge in e.
CARTESIAN COORDINATES (ANGSTROEM)
O1 -2.18 0.37 0.95  -1.09
P1 -3.47 -0.06 0.42  2.55
O2 -4.14 0.89 -0.66  -1.00
O3 -4.62 -0.36 1.43  -1.00
I1 -4.26 0.01 3.38  0.56
O4 -3.42 -1.48 -0.39  -0.80
C1 -2.37 -1.91 -1.12  1.18
F1 -1.39 -2.40 -0.37  -0.31
F2 -2.78 -2.86 -1.95  -0.30
F3 -1.85 -0.91 -1.86  -0.33
H1 -4.16 0.57 -1.57  0.53
C2 -4.34 4.31 -1.06  -0.13
C3 -3.09 3.73 -0.42  0.45
O5 -3.56 3.37 0.87  -0.50
C4 -4.90 3.19 0.82  0.98
O6 -5.54 2.68 1.68  -0.57
O7 -5.39 3.64 -0.36  -0.48
F4 -2.10 4.64 -0.29  -0.33
H2 -4.39 5.38 -0.86  0.20
H3 -4.43 4.11 -2.13  0.22
H4 -2.69 2.84 -0.90  0.16
C5 0.70 0.98 0.85  -0.13
C6 2.14 1.15 0.39  0.44
O8 2.80 1.52 1.57  -0.50
C7 2.07 1.08 2.64  0.98
O9 2.47 1.08 3.75  -0.58
O10 0.86 0.66 2.23  -0.47
F5 2.25 2.14 -0.54  -0.34
H5 0.18 1.94 0.75  0.21
H6 0.15 0.20 0.35  0.23
H7 2.60 0.25 -0.02  0.16
C8 -1.17 -5.85 -0.53  -0.13
C9 -1.97 -7.13 -0.74  0.45
O11 -1.09 -8.12 -0.27  -0.49
C10 -0.19 -7.56 0.58  0.97
O12 0.56 -8.16 1.27  -0.54
O13 -0.30 -6.21 0.54  -0.49
F6 -2.25 -7.35 -2.04  -0.33
H8 -0.58 -5.64 -1.43  0.20
H9 -1.76 -4.99 -0.26  0.21
H10 -2.90 -7.18 -0.17  0.15
C11 1.24 2.25 -3.70  -0.13
C12 0.95 1.05 -4.58  0.44
O14 -0.46 1.08 -4.69  -0.49
C13 -0.90 2.35 -4.44  0.97
O15 -2.01 2.72 -4.59  -0.57
O16 0.12 3.10 -3.97  -0.48
F7 1.32 -0.12 -3.99  -0.33
H11 1.21 1.95 -2.65  0.21
H12 2.16 2.77 -3.92  0.22
H13 1.39 1.09 -5.58  0.16
C14 6.52 1.91 3.81  -0.13
C15 5.81 0.73 3.17  0.43
O17 6.68 -0.34 3.44  -0.50
C16 7.46 -0.03 4.51  0.97
O18 8.16 -0.79 5.08  -0.55
O19 7.29 1.28 4.83  -0.49
F8 5.68 0.88 1.83  -0.33
H14 7.19 2.37 3.08  0.20
H15 5.86 2.65 4.25  0.21
H16 4.82 0.52 3.59  0.18



3.
This record from the Open Molecules 2025 dataset describes C16H16MnO12 as an isolated structure in a non-equilibrium geometry. The level of theory is ωB97M-V with the def2-TZVPD basis set.

## Properties
Max |F| in eV/Å: 2.1
HOMO-LUMO gap (alpha / beta) in eV: 2.76 / 3.40
Lowest unoccupied orbital energy (alpha / beta) in hartree: 0.1481 / 0.0780
M in g mol⁻¹: 455.23
HOMO level (alpha / beta) in eV: 1.273 / -1.279
Spin multiplicity: 6
Net charge: -2

Last column: Löwdin spin population.
CARTESIAN COORDINATES (ANGSTROEM)
Mn1 0.02 -0.82 -0.54  3.02
C1 -2.12 2.35 0.48  0.00
C2 -2.83 3.60 0.51  0.00
C3 -4.09 3.73 -0.43  0.00
O1 -4.53 4.87 -0.60  0.00
C4 -4.49 2.59 -1.17  0.00
C5 -3.72 1.42 -1.21  0.00
C6 -2.40 1.38 -0.45  0.00
O2 -1.65 0.35 -0.65  0.02
O3 -4.09 0.37 -1.79  0.00
O4 -2.45 4.59 1.11  0.00
H1 -1.25 2.30 1.12  0.00
H2 -5.45 2.60 -1.68  0.00
C7 2.38 0.97 4.42  0.45
C8 3.71 1.41 4.07  0.05
C9 4.18 1.22 2.61  0.01
O5 5.33 1.52 2.34  0.00
C10 3.22 0.71 1.67  0.10
C11 1.96 0.26 2.03  0.02
C12 1.53 0.32 3.47  0.05
O6 0.52 -0.25 3.87  0.18
O7 1.18 -0.32 1.24  0.05
O8 4.48 1.81 4.93  0.18
H3 2.08 1.02 5.46  0.02
H4 3.57 0.53 0.66  0.01
C13 -1.55 -3.21 -1.68  0.04
C14 -1.87 -3.02 -0.24  0.02
O9 -0.72 -2.58 0.50  0.05
O10 -1.00 -1.99 -2.22  0.07
H5 -2.40 -3.50 -2.31  0.01
H6 -0.83 -4.03 -1.79  0.03
H7 -2.36 -3.87 0.26  0.01
H8 -2.67 -2.27 -0.16  0.00
H9 -0.75 -2.93 1.39  0.01
H10 -1.24 -2.01 -3.15  0.02
C15 2.19 -1.70 -2.34  0.13
C16 2.22 -0.20 -2.49  0.04
O11 0.94 0.35 -2.10  0.03
O12 1.70 -1.96 -1.03  0.19
H11 3.23 -2.05 -2.36  0.06
H12 1.65 -2.29 -3.07  0.03
H13 2.42 0.09 -3.53  0.01
H14 3.00 0.24 -1.88  0.00
H15 0.69 0.97 -2.79  0.01
H16 2.26 -2.58 -0.51  0.11



4.
This record from the Open Molecules 2025 dataset describes C16H16N2O2 in the gas phase. The level of theory is ωB97M-V with the def2-TZVPD basis set.

## Properties
Max |F| in eV/Å: 0.6
HOMO-LUMO gap in eV: 8.46
Lowest unoccupied orbital energy in hartree: 0.0226
M in g mol⁻¹: 268.32
HOMO level in eV: -7.850
Spin multiplicity: 1

Last column: natural (NBO) charge in e.
CARTESIAN COORDINATES (ANGSTROEM)
C1 -3.70 0.05 -0.03  -0.25
H1 -3.71 1.12 0.21  0.18
O1 -2.40 -0.40 -0.34  -0.50
C2 -1.42 -0.31 0.61  0.29
C3 -0.16 -0.77 0.23  -0.04
C4 0.91 -0.73 1.15  0.03
C5 2.22 -1.18 0.87  -0.23
C6 3.22 -1.09 1.80  -0.21
C7 2.98 -0.55 3.07  -0.22
C8 1.73 -0.11 3.38  -0.18
C9 0.67 -0.18 2.45  -0.10
C10 -0.61 0.28 2.79  -0.15
C11 -1.64 0.21 1.89  -0.29
H2 -2.62 0.57 2.17  0.22
H3 -0.77 0.69 3.77  0.21
H4 1.52 0.30 4.36  0.21
H5 3.79 -0.50 3.79  0.21
H6 4.21 -1.45 1.55  0.21
H7 2.43 -1.61 -0.09  0.25
C12 -0.11 -1.28 -1.21  0.02
C13 -0.40 -0.16 -2.17  0.33
N1 -1.22 -0.28 -3.19  -0.46
C14 -1.18 0.91 -3.85  -0.10
C15 -0.31 1.75 -3.22  -0.11
N2 0.19 1.06 -2.15  -0.34
C16 1.17 1.56 -1.22  -0.40
H8 1.68 2.42 -1.67  0.21
H9 0.70 1.87 -0.29  0.21
H10 1.90 0.78 -1.00  0.22
H11 -0.01 2.76 -3.43  0.21
H12 -1.77 1.07 -4.72  0.20
O2 1.10 -1.92 -1.58  -0.72
H13 0.97 -2.25 -2.47  0.49
H14 -0.95 -1.98 -1.32  0.22
H15 -4.28 -0.12 -0.94  0.21
H16 -4.14 -0.52 0.79  0.18



5.
This record from the Open Molecules 2025 dataset describes C16H16N2O2S in the gas phase. The level of theory is ωB97M-V with the def2-TZVPD basis set.

## Properties
Max |F| in eV/Å: 0.7
HOMO-LUMO gap in eV: 9.20
Lowest unoccupied orbital energy in hartree: 0.0223
M in g mol⁻¹: 300.38
HOMO level in eV: -8.590
Spin multiplicity: 1

Last column: natural (NBO) charge in e.
CARTESIAN COORDINATES (ANGSTROEM)
O1 0.90 3.25 1.43  -0.59
C1 1.17 3.34 0.27  0.81
O2 2.42 3.40 -0.20  -0.69
H1 3.06 3.32 0.52  0.50
C2 0.19 3.50 -0.87  -0.65
H2 0.01 4.56 -1.05  0.26
H3 0.59 3.03 -1.77  0.26
S1 -1.43 2.79 -0.48  0.29
C3 -0.96 1.12 -0.21  0.13
N1 0.33 0.84 -0.22  -0.51
C4 0.67 -0.44 -0.06  0.39
N2 -0.19 -1.44 0.07  -0.47
C5 -1.49 -1.15 0.11  0.28
C6 -1.96 0.16 -0.01  -0.13
C7 -3.41 0.52 0.03  -0.43
C8 -4.26 -0.62 0.57  -0.39
C9 -3.86 -1.94 -0.10  -0.39
C10 -2.43 -2.30 0.29  -0.44
H4 -2.06 -3.15 -0.28  0.23
H5 -2.40 -2.59 1.35  0.22
H6 -4.54 -2.74 0.20  0.21
H7 -3.93 -1.82 -1.18  0.20
H8 -5.31 -0.41 0.40  0.21
H9 -4.11 -0.71 1.65  0.20
H10 -3.53 1.42 0.63  0.23
H11 -3.72 0.77 -0.99  0.22
C11 2.09 -0.78 -0.04  -0.01
C12 2.53 -2.00 -0.54  -0.19
C13 3.88 -2.32 -0.52  -0.21
C14 4.79 -1.42 0.00  -0.21
C15 4.36 -0.20 0.51  -0.21
C16 3.02 0.12 0.49  -0.20
H12 2.66 1.04 0.91  0.22
H13 5.08 0.49 0.93  0.21
H14 5.84 -1.66 0.01  0.21
H15 4.21 -3.27 -0.91  0.21
H16 1.80 -2.69 -0.93  0.23



6.
This record from the Open Molecules 2025 dataset describes C16H16N2O4S in the gas phase in a non-equilibrium geometry. The level of theory is ωB97M-V with the def2-TZVPD basis set.

## Properties
Max |F| in eV/Å: 1.0
HOMO-LUMO gap in eV: 8.70
Lowest unoccupied orbital energy in hartree: 0.0241
M in g mol⁻¹: 332.38
HOMO level in eV: -8.048
Spin multiplicity: 1

Last column: natural (NBO) charge in e.
CARTESIAN COORDINATES (ANGSTROEM)
C1 0.90 2.07 -1.67  -0.65
H1 1.94 2.39 -1.77  0.22
H2 0.27 2.82 -2.14  0.23
H3 0.75 1.12 -2.18  0.23
C2 0.52 1.96 -0.20  0.01
C3 1.27 0.90 0.64  0.67
O1 0.96 0.71 1.80  -0.62
N1 2.30 0.28 0.04  -0.60
H4 2.43 0.36 -0.95  0.40
C4 3.07 -0.75 0.72  -0.27
C5 4.53 -0.53 0.52  0.26
C6 5.42 -1.10 -0.34  -0.31
C7 6.67 -0.48 -0.10  -0.32
C8 6.44 0.42 0.89  0.09
O2 5.16 0.40 1.27  -0.39
H5 7.09 1.11 1.39  0.20
H6 7.60 -0.68 -0.60  0.23
H7 5.21 -1.88 -1.06  0.22
H8 2.81 -0.67 1.78  0.26
H9 2.79 -1.74 0.35  0.21
H10 0.67 2.92 0.31  0.22
O3 -0.88 1.72 -0.06  -0.48
C9 -1.28 0.45 -0.25  0.78
O4 -0.52 -0.43 -0.60  -0.63
C10 -2.70 0.30 -0.02  -0.01
C11 -3.62 1.30 0.29  -0.21
C12 -4.85 0.67 0.42  -0.28
C13 -4.66 -0.71 0.19  0.12
N2 -3.35 -0.92 -0.07  -0.29
C14 -2.73 -2.19 -0.35  -0.40
H11 -2.39 -2.23 -1.38  0.21
H12 -1.87 -2.33 0.30  0.23
H13 -3.46 -2.97 -0.17  0.20
C15 -5.84 -1.47 0.30  -0.29
C16 -6.90 -0.67 0.60  -0.37
S1 -6.51 1.01 0.77  0.41
H14 -7.92 -0.97 0.74  0.23
H15 -5.92 -2.53 0.16  0.23
H16 -3.39 2.34 0.40  0.24



7.
This record from the Open Molecules 2025 dataset describes C16H16N2O4S2 in the gas phase in a non-equilibrium geometry. The level of theory is ωB97M-V with the def2-TZVPD basis set.

## Properties
Max |F| in eV/Å: 1.4
HOMO-LUMO gap in eV: 8.06
Lowest unoccupied orbital energy in hartree: -0.0026
M in g mol⁻¹: 364.45
HOMO level in eV: -8.125
Spin multiplicity: 1

Last column: natural (NBO) charge in e.
CARTESIAN COORDINATES (ANGSTROEM)
C1 -2.54 -3.38 3.40  -0.63
C2 -1.91 -4.01 2.17  -0.08
H1 -2.63 -4.03 1.34  0.20
H2 -1.55 -5.02 2.38  0.19
O1 -0.75 -3.29 1.76  -0.50
C3 -0.94 -2.21 1.00  0.78
O2 -2.01 -1.84 0.57  -0.61
C4 0.32 -1.53 0.71  -0.37
C5 0.44 -0.34 0.06  0.43
N1 1.73 0.09 -0.07  -0.46
C6 2.68 -0.76 0.45  -0.12
S1 4.29 -0.51 0.42  -0.10
S2 1.88 -2.16 1.17  0.48
C7 2.07 1.35 -0.64  0.20
C8 1.53 2.50 -0.08  -0.24
C9 1.82 3.73 -0.64  -0.19
C10 2.66 3.81 -1.74  -0.20
C11 3.21 2.66 -2.28  -0.20
C12 2.91 1.42 -1.74  -0.22
H3 3.35 0.52 -2.14  0.24
H4 3.87 2.72 -3.13  0.22
H5 2.89 4.77 -2.18  0.22
H6 1.41 4.63 -0.21  0.22
H7 0.90 2.43 0.79  0.24
N2 -0.63 0.43 -0.40  -0.55
C13 -0.89 0.52 -1.77  0.73
O3 -1.67 1.32 -2.23  -0.56
C14 -0.10 -0.45 -2.62  -0.73
H8 0.95 -0.15 -2.66  0.24
H9 -0.51 -0.43 -3.63  0.25
H10 -0.18 -1.45 -2.21  0.24
C15 -1.44 0.98 0.63  0.75
O4 -1.00 0.98 1.75  -0.57
C16 -2.77 1.50 0.25  -0.72
H11 -3.33 0.73 -0.28  0.25
H12 -3.30 1.79 1.15  0.24
H13 -2.67 2.36 -0.42  0.26
H14 -2.88 -2.37 3.17  0.22
H15 -1.82 -3.33 4.21  0.21
H16 -3.39 -3.97 3.72  0.22



8.
This record from the Open Molecules 2025 dataset describes a 3-piece molecular cluster, C16H16N3O5 overall. The level of theory is ωB97M-V with the def2-TZVPD basis set.

## Properties
Max |F| in eV/Å: 0.7
HOMO-LUMO gap in eV: 7.93
Lowest unoccupied orbital energy in hartree: 0.0810
M in g mol⁻¹: 330.32
HOMO level in eV: -5.723
Spin multiplicity: 1
Net charge: -1

Last column: natural (NBO) charge in e.
CARTESIAN COORDINATES (ANGSTROEM)
C1 2.69 -1.60 4.41  -0.67
C2 2.30 -0.29 3.77  0.35
N1 3.23 0.45 3.33  -0.65
C3 0.85 0.13 3.76  -0.53
C4 -0.17 -0.96 3.73  -0.11
C5 -1.27 -1.10 4.49  -0.12
C6 -1.71 -0.21 5.65  0.73
O1 -2.06 -0.83 6.65  -0.70
O2 -1.61 1.00 5.40  -0.74
C7 -1.96 -2.34 4.04  0.77
O3 -2.97 -2.87 4.36  -0.49
O4 -1.17 -2.91 2.99  -0.52
C8 -0.14 -2.07 2.75  0.78
O5 0.64 -2.24 1.84  -0.61
H1 1.95 -2.38 4.29  0.21
H2 3.64 -1.92 3.97  0.23
H3 2.84 -1.43 5.48  0.23
H4 2.84 1.31 2.94  0.32
H5 0.68 0.81 2.92  0.24
H6 0.66 0.72 4.66  0.29
N2 0.46 -1.67 -1.21  -0.50
C9 1.41 -1.83 -2.18  -0.07
C10 1.10 -0.99 -3.22  -0.33
C11 -0.09 -0.31 -2.86  -0.32
C12 -0.46 -0.75 -1.61  -0.07
H7 0.45 -2.15 -0.32  0.45
H8 2.23 -2.51 -2.04  0.21
H9 1.66 -0.89 -4.13  0.21
H10 -0.63 0.43 -3.44  0.20
H11 -1.28 -0.48 -0.98  0.21
N3 -0.77 2.08 -5.73  -0.51
C13 -1.57 2.24 -6.83  -0.08
C14 -2.18 3.46 -6.72  -0.31
C15 -1.72 4.06 -5.52  -0.30
C16 -0.85 3.18 -4.93  -0.08
H12 -0.20 1.27 -5.54  0.42
H13 -1.64 1.47 -7.58  0.21
H14 -2.88 3.88 -7.43  0.22
H15 -2.00 5.02 -5.13  0.22
H16 -0.29 3.24 -4.01  0.22